[1]
10
Properties=species:S:1:pos:R:3 method="wB97M-V/def2-TZVPD" e_above_lowest_kcal_mol=3.8 e_lumo_ev=0.653 homo_ev=-10.09
H 1.78966 0.48058 -1.27867
N 0.84965 0.84773 -1.11191
C 0.35053 0.14875 -0.19768
N 0.84346 -0.90152 0.43350
C -1.07729 0.54478 0.19716
F -1.44185 1.75806 -0.24998
F -1.35553 0.41353 1.50289
Cl -2.15435 -0.71460 -0.73095
H 0.49419 -1.29117 1.30250
H 1.70153 -1.28613 0.13312

***

[2]
23
Properties=species:S:1:pos:R:3 method="wB97M-V/def2-TZVPD" e_above_lowest_kcal_mol=80.5 e_lumo_ev=0.639 homo_ev=-8.93 smiles=CN(C)C(C#N)(C#N)N(C)C
C 1.07336 -1.72696 -1.42327
N 0.84278 -0.54276 -0.64521
C 1.38202 0.65507 -1.32123
C -0.79979 -0.28417 0.03066
C -1.10163 -1.63638 0.39137
N -1.15816 -2.77653 0.45467
C -1.56463 0.13926 -1.07539
N -1.90092 0.33611 -2.14469
N -0.86449 0.51842 1.21238
C -0.19456 0.11937 2.36729
C -0.95885 1.90882 0.95158
H 0.42491 -1.67677 -2.21477
H 2.16149 -1.77495 -1.70272
H 0.97063 -2.73172 -0.83212
H 1.11068 1.55839 -0.88994
H 2.46147 0.67754 -1.14514
H 1.14058 0.75686 -2.48748
H -0.12181 -1.04306 2.18823
H 0.78954 0.57072 2.50223
H -0.80212 0.22590 3.31077
H -1.46613 2.07617 0.06037
H -1.49779 2.37093 1.73773
H 0.07342 2.27973 0.67469

***

[3]
70
Properties=species:S:1:pos:R:3 method="wB97M-V/def2-TZVPD" e_above_lowest_kcal_mol=30.7 e_lumo_ev=1.293 homo_ev=-6.33 charge=-1
Bi 1.47874 -1.12830 0.26085
C -4.69892 1.89626 3.06036
C -5.01220 1.56969 1.59299
C -6.01638 0.41134 1.53808
C -5.66126 2.79622 0.94999
C -3.70921 1.18125 0.89648
C -3.08841 -0.02423 1.20075
C -1.86107 -0.30375 0.64436
Br -1.07837 -1.99461 1.10227
C -1.13398 0.56620 -0.18611
O 0.09307 0.27777 -0.58804
C -1.80120 1.75006 -0.56452
C -3.04845 2.01304 0.00183
C -1.28356 2.75810 -1.60833
C 0.14324 2.51577 -2.11403
C -2.22143 2.68931 -2.82433
C -1.31666 4.17759 -1.01891
H -5.60551 2.20467 3.58801
H -3.96811 2.70411 3.12684
H -4.28171 1.02872 3.57430
H -6.96831 0.71870 1.97739
H -5.66624 -0.45868 2.09426
H -6.19807 0.10222 0.50702
H -6.61016 3.00677 1.44739
H -5.86473 2.63282 -0.11047
H -5.03501 3.68453 1.04821
H -3.54910 -0.74491 1.86242
H -3.53334 2.93333 -0.28955
H 0.26332 1.54399 -2.58663
H 0.87374 2.58597 -1.30863
H 0.37248 3.28983 -2.85144
H -2.21264 1.68699 -3.25620
H -1.89040 3.39392 -3.59130
H -3.25079 2.93489 -2.55591
H -0.70433 4.23255 -0.11694
H -2.32461 4.50777 -0.76516
H -0.91315 4.88418 -1.74781
O 1.53465 0.25996 2.31553
S 2.15914 -0.76084 3.21783
O 2.08399 -0.45501 4.61436
O 1.64695 -2.05750 2.79289
C 3.86098 -0.70070 2.68760
C 4.55672 0.41237 3.14676
C 5.80726 0.72091 2.64452
C 6.35348 -0.07418 1.64990
C 5.67682 -1.19914 1.20946
C 4.42708 -1.54871 1.72402
S 3.94216 -3.26834 1.30302
O 4.05099 -3.95735 2.55775
O 4.89474 -3.63687 0.27551
O 2.56407 -3.29849 0.72528
H 4.09466 1.02993 3.90608
H 6.34326 1.58409 3.01795
H 7.32178 0.16297 1.22814
H 6.11044 -1.84154 0.45752
F 3.46348 -5.54489 -2.73874
C 3.09773 -4.86423 -1.64281
F 1.77397 -4.87690 -1.55341
F 3.59479 -5.49631 -0.60769
S 3.70875 -3.07316 -2.12982
O 3.47677 -1.85921 -1.35744
O 5.00835 -3.27796 -2.67104
N 2.59457 -3.04050 -3.31664
S 1.37314 -2.12399 -3.05806
O 0.71994 -2.30288 -1.73456
O 1.46576 -0.75112 -3.46265
C 0.13295 -2.90916 -4.18748
F -0.43606 -3.96302 -3.60904
F -0.81684 -2.01438 -4.46710
F 0.69625 -3.29795 -5.32717

***

[4]
12
Properties=species:S:1:pos:R:3 method="wB97M-V/def2-TZVPD" e_above_lowest_kcal_mol=0.2 e_lumo_ev="0.755 / -1.559" multiplicity=2 homo_ev="-8.99 / -8.99" s_squared=0.76
N 2.62595 -0.98814 1.01101
C -0.99553 -0.57458 -1.34791
C -0.72952 0.30529 -0.25535
N -1.55610 1.42584 -0.15817
O 0.16420 0.20230 0.58047
H 2.90461 -1.65015 1.71940
H 3.03801 -1.41594 0.18521
H 1.61646 -0.85707 0.90072
H -0.42329 -1.48896 -1.38047
H -1.80486 -0.37836 -2.02838
H -1.63357 1.76428 0.78136
H -2.41460 1.40650 -0.68127

***

[5]
17
Properties=species:S:1:pos:R:3 method="wB97M-V/def2-TZVPD" e_above_lowest_kcal_mol=140.3 e_lumo_ev="-0.743 / -0.679" homo_ev="-8.04 / -7.46"
C 2.04008 1.33849 -0.23064
C 2.90519 0.28275 -0.30158
C 0.67119 0.90563 -0.11035
C 0.56725 -0.52588 0.02269
C -0.42470 1.64882 0.12675
C -0.63194 -1.38486 -0.04428
C -1.81334 -0.76566 0.73854
N -2.82304 0.06546 0.04781
O -2.90963 -0.03378 -1.19881
S 2.08318 -1.26534 -0.25268
H 2.34404 2.36437 -0.29893
H 3.89157 0.30421 -0.56349
H -0.57321 2.71875 -0.08926
H -0.90067 -1.42187 -1.03412
H -0.25427 -2.39308 0.42602
H -2.51478 -1.59127 1.08494
H -1.65692 -0.24674 1.67740

***

[6]
13
Properties=species:S:1:pos:R:3 method="wB97M-V/def2-TZVPD" e_above_lowest_kcal_mol=92.1 e_lumo_ev="0.451 / 0.541" homo_ev="-7.76 / -7.66"
C -1.01958 0.82182 -0.11124
C -0.43739 -0.03371 0.92012
C 1.98020 -0.38792 0.37573
O 2.66756 0.01952 1.43257
O 2.12189 -1.69007 -0.04578
Cl 2.16892 0.91041 -0.94047
H -1.29788 1.64971 0.42145
H -1.95973 0.47353 -0.70478
H -0.33616 1.13955 -0.92850
H -0.72536 -1.11101 0.79197
H -0.16670 0.26203 1.95306
H 2.87541 -0.82084 1.93356
H 1.36986 -1.91438 -0.66142

***

[7]
81
Properties=species:S:1:pos:R:3 method="wB97M-V/def2-TZVPD" e_above_lowest_kcal_mol=0.0 e_lumo_ev=2.274 homo_ev=-2.03 charge=-1
C 1.05717 -3.16604 2.47877
O 1.28905 -1.99523 3.23810
C 0.12212 -1.19621 3.43879
C -0.13058 -0.14147 2.36867
C -0.59839 -0.64993 0.97029
N -1.94494 -0.29602 0.62303
C -2.85194 -1.33286 1.02296
C -4.24944 -1.08818 0.42998
C -5.28843 -0.52362 1.43031
C -6.44237 -1.48071 1.71171
N -6.88556 -1.34327 3.11801
H 1.71746 -3.95321 2.85261
H 0.02053 -3.49878 2.52738
H 1.33664 -3.00218 1.43459
H -0.76849 -1.81153 3.60479
H 0.28965 -0.66218 4.38214
H -0.91541 0.52113 2.74046
H 0.79157 0.44048 2.25427
H 0.07242 -0.18324 0.22617
H -0.47903 -1.74717 0.89075
H -2.94837 -1.36039 2.13796
H -2.49614 -2.34013 0.70219
H -4.14996 -0.46189 -0.45493
H -4.62682 -2.06248 0.09610
H -4.75765 -0.36371 2.37111
H -5.66051 0.42689 1.04448
H -7.27262 -1.28852 1.02156
H -6.12334 -2.51571 1.58350
H -7.84655 -1.63906 3.22568
H -6.80587 -0.36877 3.37971
C -1.79129 0.60867 -2.35322
O -2.31110 1.61169 -3.27139
P -1.67844 3.04181 -3.44400
O -2.61155 3.85209 -4.24067
O -0.34695 2.54777 -4.24092
C -0.65353 2.03685 -5.53153
O -0.87511 3.90972 -2.39671
C -1.59304 4.94287 -1.69908
H -2.36140 -0.30018 -2.50906
H -0.74032 0.42243 -2.58812
H -1.89484 0.90062 -1.30589
H -1.63979 2.34833 -5.87486
H -0.63024 0.94540 -5.46176
H 0.08783 2.36757 -6.25856
H -2.58181 4.61355 -1.38710
H -1.68491 5.81183 -2.34732
H -1.00600 5.19854 -0.82084
C 3.73572 3.98340 1.47078
O 3.17792 4.22562 2.77229
P 3.67081 3.35034 4.00571
O 2.76457 3.54116 5.13851
O 5.12591 4.02053 4.23199
C 5.17402 5.26937 4.91489
O 4.23176 1.89563 3.83163
C 3.31869 0.78162 4.01652
H 3.30622 4.71906 0.79691
H 4.82084 4.10004 1.49133
H 3.47776 2.98577 1.11682
H 4.26225 5.44796 5.48462
H 5.32176 6.08096 4.19911
H 6.02227 5.24028 5.59716
H 2.35453 0.97214 3.55408
H 3.19385 0.59616 5.08023
H 3.76640 -0.09338 3.55663
C 1.48391 -1.67574 -4.51950
O 1.17091 -2.50422 -3.38789
P 1.70034 -3.99979 -3.36019
O 1.01924 -4.76339 -2.31607
O 3.25597 -3.71720 -3.05497
C 3.61016 -3.41428 -1.70140
O 1.98450 -4.82768 -4.67835
C 0.95433 -5.72919 -5.12668
H 1.09664 -0.67892 -4.32664
H 2.56329 -1.59517 -4.66212
H 1.02315 -2.08077 -5.42049
H 2.83731 -3.73703 -1.00484
H 3.77236 -2.34130 -1.59207
H 4.53692 -3.94031 -1.48044
H -0.03891 -5.29315 -5.03631
H 1.00378 -6.64371 -4.54034
H 1.15908 -5.95042 -6.17104

***

[8]
87
Properties=species:S:1:pos:R:3 method="wB97M-V/def2-TZVPD" e_above_lowest_kcal_mol=6.7 e_lumo_ev=-4.754 homo_ev=-9.59 charge=+1
Au 0.97435 -0.55744 0.41645
C -1.22356 0.03713 3.25329
C 0.15349 -0.12324 3.82749
C 0.34386 -0.22897 5.22539
C 1.60645 -0.36173 5.71556
C 2.70021 -0.42938 4.82493
C 4.03163 -0.59114 5.27313
C 5.05534 -0.69807 4.36997
C 4.78386 -0.67960 2.99643
C 3.49438 -0.51569 2.51407
S 3.30351 -0.57871 0.79290
C 2.41612 -0.35247 3.44629
N 1.16091 -0.16476 2.98516
H -1.98343 0.01019 4.03160
H -1.41923 -0.76602 2.53924
H -1.30268 0.98878 2.71988
H -0.51371 -0.20408 5.88401
H 1.78619 -0.43538 6.78160
H 4.22339 -0.64516 6.33792
H 6.07505 -0.82116 4.70836
H 5.59269 -0.81055 2.28769
S -1.24653 -0.48200 -0.40894
C -1.49296 1.19681 -0.53936
N -2.66302 1.67950 -0.94562
C -2.80772 3.11325 -1.20003
C -2.09630 3.85964 -0.10572
N -0.69752 3.43701 -0.08201
C 0.29503 4.51095 0.05204
C 0.33983 5.36020 -1.19769
C 0.55212 4.76891 -2.44146
C 0.58975 5.54823 -3.58687
C 0.41864 6.92510 -3.49801
C 0.20999 7.51765 -2.26248
C 0.16658 6.73514 -1.11458
C -0.39853 2.15046 -0.26872
S 1.22650 1.61455 -0.33370
C -3.79653 0.83566 -1.35607
C -3.95999 0.82676 -2.85755
C -5.08936 1.38748 -3.43940
C -5.24022 1.38878 -4.82080
C -4.25697 0.83256 -5.62413
C -3.12403 0.27066 -5.04636
C -2.97585 0.26472 -3.66880
H -3.86898 3.35390 -1.20774
H -2.39190 3.36786 -2.17855
H -2.55688 3.65440 0.86468
H -2.12693 4.93125 -0.29119
H 1.26215 4.06538 0.26953
H 0.00673 5.11974 0.91029
H 0.70043 3.69609 -2.51614
H 0.76005 5.08355 -4.54937
H 0.45124 7.53350 -4.39222
H 0.07688 8.58896 -2.18912
H 0.00056 7.20102 -0.14941
H -4.69016 1.24846 -0.88650
H -3.64153 -0.16765 -0.96508
H -5.86099 1.82142 -2.81241
H -6.12522 1.82414 -5.26585
H -4.37485 0.82836 -6.69975
H -2.35935 -0.17199 -5.67147
H -2.09673 -0.18760 -3.22233
O 0.72567 -2.38795 1.19092
C 0.97896 -3.60058 0.51609
C 2.10561 -3.47893 -0.49142
C 3.37401 -3.96261 -0.39482
C 4.21151 -3.56950 -1.47958
C 3.55918 -2.79322 -2.38178
S 1.92196 -2.55284 -1.93949
C -0.30389 -4.08320 -0.13336
C -0.49721 -4.84214 -1.24605
C -1.86650 -5.18847 -1.45024
C -2.67744 -4.67997 -0.48672
S -1.79375 -3.78390 0.67424
C 1.39436 -4.57149 1.61603
C 1.35672 -5.92881 1.63277
C 1.88835 -6.47956 2.83594
C 2.30944 -5.52146 3.70260
S 2.05857 -3.94878 3.07596
H 3.70488 -4.57239 0.43448
H 5.24820 -3.85787 -1.57903
H 3.93892 -2.36468 -3.29616
H 0.30845 -5.16167 -1.89291
H -2.22257 -5.78336 -2.27939
H -3.74801 -4.77722 -0.39801
H 0.96674 -6.51873 0.81373
H 1.94279 -7.53946 3.04080
H 2.73882 -5.65662 4.68296

***

[9]
74
Properties=species:S:1:pos:R:3 method="wB97M-V/def2-TZVPD" e_above_lowest_kcal_mol=101.4 e_lumo_ev="1.811 / 1.816" multiplicity=2 homo_ev="-4.30 / -4.30" charge=-1 s_squared=0.78
Co 0.26541 -0.10952 -1.04030
C -0.87328 2.39714 1.11150
P -1.29525 2.60547 -0.67934
C 0.36176 2.77373 -1.43954
C 0.50439 3.38539 -2.67847
C 1.75103 3.70295 -3.19985
C 2.91252 4.00058 -2.34859
C 2.80626 3.46034 -0.91658
C 1.62596 2.48768 -0.77966
C -1.98204 0.92871 -1.05226
C -2.82123 0.31061 -0.09576
C -3.53343 -0.82158 -0.40954
C -3.43664 -1.40232 -1.67642
C -2.64607 -0.80564 -2.62928
C -1.93847 0.36353 -2.31702
C -0.51041 1.04450 1.65054
C -0.60456 0.64666 2.97603
C -0.20541 -0.70754 3.02113
C 0.10313 -1.06044 1.72073
C 0.65023 -2.34994 1.19709
P 0.18597 -2.50903 -0.57036
C 1.47009 -3.56958 -1.29230
C 2.03490 -4.63047 -0.58772
C 2.99067 -5.43656 -1.18450
C 3.38191 -5.19359 -2.49477
C 2.82424 -4.13985 -3.20206
C 1.87477 -3.32375 -2.60108
C -1.24144 -3.64258 -0.51859
C -1.52056 -4.49584 -1.58374
C -2.67484 -5.26585 -1.58579
C -3.56326 -5.19694 -0.52218
C -3.28844 -4.35439 0.54665
C -2.13912 -3.57835 0.54700
N -0.09592 -0.00194 0.88635
H -1.72375 2.78401 1.67998
H -0.07048 3.12574 1.27165
H -0.36260 3.54046 -3.31307
H 1.79396 4.04041 -4.23007
H 3.24070 5.03504 -2.44110
H 2.96489 4.17384 -0.11005
H 1.55590 2.10084 0.23309
H -2.88495 0.71929 0.90428
H -4.15801 -1.28541 0.34422
H -3.97472 -2.31744 -1.89345
H -2.55596 -1.22287 -3.62437
H -1.41996 0.87844 -3.11227
H -0.92625 1.26700 3.79964
H -0.13468 -1.34807 3.88768
H 0.26551 -3.19972 1.76886
H 1.74291 -2.39277 1.25437
H 1.72522 -4.82580 0.43243
H 3.43231 -6.25368 -0.62763
H 4.13051 -5.82244 -2.96079
H 3.14181 -3.93713 -4.21699
H 1.47207 -2.46796 -3.13044
H -0.82932 -4.56183 -2.41593
H -2.87659 -5.92449 -2.42167
H -4.46239 -5.80052 -0.52375
H -3.97432 -4.29413 1.38304
H -1.94905 -2.90277 1.37422
S 0.91289 0.24095 -3.21837
C 2.31734 1.13185 -2.94628
C 3.21674 1.44250 -3.99498
C 4.28280 2.26843 -3.80153
C 5.16252 2.55292 -4.87608
N 5.87939 2.77070 -5.75280
C 4.27417 3.05491 -2.56802
C 3.81146 2.34732 -1.26009
C 2.65154 1.37071 -1.53320
S 2.52219 -0.15299 -0.58525
C 5.44120 3.87490 -2.33236
N 6.37202 4.51719 -2.12751
H 3.04995 0.96444 -4.95181
H 4.58624 1.98972 -0.58587

***

[10]
14
Properties=species:S:1:pos:R:3 method="wB97M-V/def2-TZVPD" e_above_lowest_kcal_mol=55.5 e_lumo_ev=0.965 homo_ev=-8.76
H -2.18984 1.31388 -1.50875
N -1.36991 1.81763 -1.16036
C -0.88177 1.05771 -0.28375
C -1.00899 -0.21606 0.43654
C -0.32356 -1.37886 -0.20327
C 0.99214 -1.18951 -0.29987
C 1.44154 0.14571 0.25539
C 0.13942 0.80358 0.72318
H -1.83518 -0.36224 1.12654
H -0.86324 -2.25301 -0.55489
H 1.68706 -1.89567 -0.74391
H 1.93330 0.75189 -0.51602
H 2.15555 0.03164 1.08000
H 0.12347 1.37331 1.64917

***

[11]
66
Properties=species:S:1:pos:R:3 method="wB97M-V/def2-TZVPD" e_lumo_ev="-1.034 / -0.974" multiplicity=2 homo_ev="-6.95 / -8.50" s_squared=0.85
Ti 1.12044 -0.78556 -1.14523
O 2.55963 3.42888 2.01985
C 3.05086 2.32050 2.64469
C 3.68420 2.49806 3.86854
C 4.21669 1.40902 4.53455
C 4.12228 0.13509 3.99020
C 3.49659 -0.03706 2.76642
C 2.95622 1.04257 2.08169
C 2.33473 0.86962 0.71613
O 2.18743 -0.47365 0.35203
N 1.03277 1.51450 0.66924
N 0.36077 1.05760 -0.52341
C -0.93076 1.46536 -0.49414
C -1.77670 1.69812 -1.57627
Br -1.03655 1.80099 -3.33092
C -3.14581 1.87172 -1.53245
C -4.00011 1.97792 -0.35908
C -3.62168 2.59027 0.84028
C -4.49901 2.65614 1.90960
C -5.77493 2.12197 1.80831
C -6.17747 1.53815 0.61388
C -5.30468 1.47486 -0.45638
H 1.93724 3.14296 1.32666
H 3.74757 3.49638 4.27898
H 4.70879 1.55627 5.48699
H 4.53713 -0.71599 4.51134
H 3.42549 -1.01780 2.31624
H 2.96500 1.35843 -0.04509
H 0.49117 1.19104 1.47520
H -1.37949 1.56984 0.49022
H -3.65892 1.89664 -2.48492
H -2.65399 3.06519 0.92535
H -4.18573 3.14192 2.82475
H -6.45654 2.17424 2.64656
H -7.17694 1.13530 0.51571
H -5.62669 1.02250 -1.38625
O 1.99509 -4.77279 -1.48163
C 1.32556 -3.79526 -1.28175
O 1.80033 -2.55979 -1.33304
C -0.13429 -3.82651 -0.85425
C -0.26031 -3.07255 0.47907
C -1.55810 -3.41619 1.19320
C -2.60077 -2.73073 0.28205
C -1.72038 -2.04082 -0.75257
O -0.51955 -1.71253 0.02120
C -1.13772 -3.02749 -1.75898
C -0.47303 -2.29361 -2.92548
O -0.32073 -2.78509 -4.00974
O -0.08888 -1.05733 -2.60374
H -0.43829 -4.86820 -0.75799
H 0.64225 -3.05924 1.08740
H -1.56272 -2.98553 2.19302
H -1.69453 -4.49264 1.28214
H -3.19552 -2.00416 0.83230
H -3.28083 -3.43525 -0.19498
H -2.11188 -1.11993 -1.17713
H -1.88503 -3.70109 -2.17779
N 2.38414 1.22930 -3.12045
C 3.51104 1.67667 -3.68545
C 4.51641 0.78935 -3.35478
C 3.88957 -0.18419 -2.57510
N 2.59570 0.09162 -2.44646
H 1.44514 1.61217 -3.14352
H 3.51319 2.58005 -4.26977
H 5.55037 0.83951 -3.64071
H 4.28476 -1.06977 -2.10432

***

[12]
17
Properties=species:S:1:pos:R:3 method="wB97M-V/def2-TZVPD" e_above_lowest_kcal_mol=106.7 e_lumo_ev="-2.857 / -2.847" homo_ev="-7.13 / -7.14"
C -1.18553 -1.01397 0.03077
C -2.44534 -0.69865 -0.68868
C 2.65532 -0.33708 0.81740
C 0.13515 1.61185 -0.38441
N 1.49869 -0.85487 0.09231
P 0.34581 -0.23266 -0.76271
S -3.47472 0.28930 0.52695
H -1.07467 -0.51367 0.96298
H -0.94415 -2.01088 0.05887
H -2.11784 -0.12016 -1.44447
H -2.95377 -1.59874 -1.09704
H 3.45736 0.11468 0.21404
H 3.16091 -1.16205 1.27845
H 2.40591 0.41712 1.42370
H -0.28935 1.79142 0.62485
H 1.15420 2.15511 -0.36294
H -0.32800 2.16326 -1.29008